Molecular formula: C10H16
Method: DFT, ωB97M-V with the def2-TZVPD basis set

E_HOMO: -8.94 eV
Kohn-Sham gap: 9.9 eV
Energy relative to the best compared isomer or geometry (same formula, charge and spin): 110.2 kJ/mol
SMILES string: Cc1ccccc1.CCC
E: -390.59388 Ha

Each line ends with the Mulliken charge.
CARTESIAN COORDINATES (ANGSTROEM)
H (1.78, 1.39, -2.59)  0.3927
C (0.97, 0.85, -3.04)  -1.2548
H (0.33, 1.39, -3.71)  0.3021
C (1.14, 1.56, 2.93)  -1.4006
H (1.85, 2.10, 2.31)  0.3053
C (0.26, 0.54, 2.20)  0.8635
H (-0.95, -1.93, -1.95)  0.2765
C (-0.51, -1.68, 1.76)  -0.5501
C (-0.78, 1.03, 1.44)  -0.2029
C (-0.20, -1.34, -2.48)  -1.2592
H (1.10, -1.25, 3.06)  0.3201
C (-1.76, 0.17, 0.89)  -0.7383
H (-0.40, -2.70, 2.13)  0.3324
H (0.71, -1.90, -2.78)  0.3130
C (0.18, 0.03, -1.98)  0.4123
H (-0.79, 0.55, -1.83)  0.0907
C (0.37, -0.82, 2.39)  -0.3895
H (1.76, 1.05, 3.69)  0.3408
H (1.47, 0.18, -3.77)  0.3022
H (-2.59, 0.55, 0.31)  0.3940
H (-2.20, -1.78, 0.34)  0.6057
H (0.53, 2.38, 3.28)  0.3498
H (0.69, 0.08, -1.02)  0.0577
C (-1.49, -1.20, 0.89)  -0.5381
H (-0.66, -1.28, -3.47)  0.3717
H (-0.79, 2.03, 1.00)  0.3026